[1]
DFT (the ωB97M-V functional and the def2-TZVPD basis) results for a structure of composition C39H40F6HgOP2 at a distorted geometry.

Geometry as ORCA input:
```
! RIJCOSX wB97M-V def2-TZVPD def2/J DEFGRID3
* xyz 0 1
Hg 0.42 2.70 -2.94
P -1.42 -1.01 -0.12
P 2.63 -0.20 1.56
F -1.69 -1.02 6.48
F -0.50 -1.68 4.75
F -2.65 -2.12 4.84
F -4.37 -0.08 3.94
F -3.59 1.96 4.05
F -3.82 0.78 5.88
O -1.74 0.09 3.07
C -2.45 -2.83 1.74
C -2.97 -4.08 2.11
C -2.10 -3.66 -0.52
C 4.14 -4.03 1.71
C -2.64 -4.89 -0.15
C 3.60 0.56 -0.99
C 3.73 2.24 0.77
C -2.54 1.46 0.75
C -1.93 1.90 -4.69
C 3.39 0.94 0.34
C 4.17 1.46 -1.89
C -2.03 -2.62 0.43
C 0.80 3.71 -1.15
C -0.02 -0.53 0.88
C 1.27 -0.87 0.60
C 1.47 1.75 -4.51
C 4.32 3.13 -0.14
C 5.18 -1.46 1.32
C -1.06 1.24 5.08
C 5.51 -3.86 1.46
C 0.47 2.59 -5.05
C 0.47 -0.30 -3.44
C -1.71 -1.18 5.12
C -2.77 0.18 0.19
C 3.29 -2.92 1.76
C -1.93 0.21 4.36
C -1.46 1.59 -3.30
C -5.09 0.78 -0.19
C -3.46 0.70 4.57
C -0.45 0.72 -2.80
C -0.78 2.00 -5.70
C -3.60 2.36 0.86
C -4.05 -0.14 -0.28
C 6.02 -2.57 1.27
C 1.31 0.24 -4.62
C 4.54 2.74 -1.46
C -4.87 2.03 0.39
C 3.79 -1.63 1.51
C -3.07 -5.11 1.17
H 4.59 4.13 0.20
H -0.08 -1.22 -3.73
H -2.72 -5.69 -0.89
H -0.28 0.02 1.80
H -1.06 2.67 -6.53
H 2.23 -3.06 1.97
H -0.63 1.01 -6.14
H -1.14 2.20 4.56
H -1.34 1.35 6.13
H 1.72 4.29 -1.31
H -1.57 1.72 1.14
H 0.77 3.57 -5.46
H 2.29 -0.25 -4.63
H -3.28 -4.25 3.14
H 0.95 2.96 -0.36
H 5.01 3.44 -2.16
H -5.69 2.74 0.48
H 3.33 -0.44 -1.32
H -2.37 -2.02 2.46
H 7.09 -2.43 1.09
H -3.49 -6.08 1.45
H -3.42 3.32 1.33
H -4.22 -1.13 -0.73
H 5.59 -0.46 1.19
H 0.82 -0.07 -5.55
H -1.74 -3.48 -1.53
H 3.55 2.54 1.80
H -0.06 4.35 -0.92
H 3.74 -5.03 1.87
H 2.51 2.09 -4.47
H -2.68 1.18 -5.05
H 4.34 1.15 -2.92
H -0.60 0.46 -1.73
H 1.49 -1.59 -0.19
H -2.24 1.79 -2.55
H -0.02 0.91 4.99
H -2.44 2.87 -4.65
H 6.17 -4.73 1.41
H -6.07 0.51 -0.56
H 1.22 -0.60 -2.68
*
```

Values from the calculation:
E_HOMO ... -6.837 eV
LUMO ... -2.5 eV
Gap between HOMO and LUMO ... 4.294 eV
Energy above the lowest of the compared OMol25 structures with the same formula, charge and spin ... 0.0 kJ/mol

***

[2]
DFT (the ωB97M-V functional and the def2-TZVPD basis) results for a cluster of 3 separate species, C39H40N3O4 in total at a distorted geometry.

Geometry as ORCA input:
```
! RIJCOSX wB97M-V def2-TZVPD def2/J DEFGRID3
* xyz 1 1
O 4.06 -3.87 -1.20
O -3.27 -2.93 8.38
O -1.08 1.09 5.61
O -0.13 -2.11 1.62
N -2.66 0.15 -2.47
N -1.68 0.97 -4.43
N -3.79 1.72 -3.87
C 0.43 -0.60 -2.23
C -2.76 -3.37 5.66
C 3.77 2.33 -5.10
C -2.51 -3.51 4.31
C 4.52 1.17 -4.39
C -2.46 -2.17 6.30
C -3.32 3.06 -4.25
C 2.27 -5.08 3.31
C 2.79 -4.05 0.78
C -2.60 -0.62 9.79
C -1.38 1.44 8.37
C -1.19 4.00 -5.23
C -2.68 0.91 -3.60
C -2.75 -2.03 7.75
C -1.77 0.28 7.71
C 0.81 -2.54 0.97
C 1.71 -3.57 1.53
C -1.97 -2.45 3.58
C 2.09 3.73 -3.70
C 1.26 4.42 -4.82
C -1.60 1.57 9.73
C 0.23 3.46 -5.52
C -2.39 3.05 -5.50
C -1.67 -1.26 4.21
C 2.42 -1.95 -2.40
C 2.17 -2.46 -1.13
C 3.34 -5.56 2.56
C -1.55 0.16 6.25
C 1.07 -2.03 -0.40
C -2.06 1.57 -5.73
C 1.55 -1.02 -2.94
C -2.37 -0.76 8.43
C 0.20 -1.10 -0.96
C -1.91 -1.12 5.57
C 1.46 -4.09 2.80
C 3.55 3.55 -4.17
C -2.22 0.55 10.44
C 3.60 -5.05 1.30
C 3.09 -3.49 -0.56
H 4.44 -5.43 0.73
H -1.78 -2.56 2.52
H 4.19 3.51 -3.30
H 3.28 -2.28 -2.95
H -2.96 1.06 -6.08
H 1.91 4.90 -5.55
H -2.82 3.47 -3.38
H -3.07 -1.42 10.34
H 4.59 1.40 -3.33
H -4.18 3.69 -4.44
H -1.29 2.48 10.24
H 2.83 1.94 -5.50
H -4.38 1.29 -4.58
H 2.08 -5.48 4.30
H -2.94 3.39 -6.37
H 1.74 -0.62 -3.93
H -1.22 4.42 -4.22
H -2.40 0.65 11.50
H -1.25 -0.44 3.65
H 1.67 2.75 -3.45
H 0.63 -3.71 3.38
H 0.47 3.51 -6.58
H -1.32 4.85 -5.90
H 2.04 4.31 -2.77
H 4.35 2.68 -5.96
H -3.18 -4.19 6.23
H 3.95 0.24 -4.50
H -2.99 -0.80 -2.44
H -0.67 -0.77 -0.39
H 5.50 1.01 -4.82
H 0.43 2.47 -5.12
H -2.37 0.55 -1.59
H -1.32 1.44 -6.51
H 3.97 -6.35 2.97
H -1.19 0.08 -4.50
H 3.82 4.44 -4.74
H -2.73 -4.45 3.81
H -0.91 2.24 7.82
H 0.71 5.22 -4.32
H -0.24 0.11 -2.66
*
```

Values from the calculation:
E_HOMO ... -10.922 eV
LUMO ... -4.6 eV
Gap between HOMO and LUMO ... 6.319 eV

***

[3]
DFT (the ωB97M-V functional and the def2-TZVPD basis) results for a structure of composition C39H41As2Cl2CrNSSi at a distorted geometry.

Geometry as ORCA input:
```
! RIJCOSX wB97M-V def2-TZVPD def2/J DEFGRID3
* xyz -1 4
As 2.70 2.50 2.14
As 0.36 -0.07 2.13
Cr 0.01 0.01 -0.58
Cl -1.52 5.37 0.10
Cl -2.31 0.08 -0.56
S -0.30 2.47 -0.31
Si 0.45 0.20 -2.96
N 3.12 0.20 -0.43
C -1.90 -2.85 -2.09
C 2.14 -4.73 0.85
C -2.57 4.02 -0.12
C -3.39 -3.80 0.05
C -4.30 1.88 -0.44
C 1.14 -4.26 -0.01
C 2.16 -0.29 2.90
C 0.70 -6.56 -0.63
C -0.55 -1.46 3.19
C -1.38 -2.72 -0.80
C 1.65 -1.18 -3.56
C -0.22 0.64 -5.72
C -0.74 0.25 -4.48
C 1.45 1.83 -3.22
C 4.38 0.48 3.40
C -2.00 2.73 -0.28
C 2.93 3.43 3.88
C 4.71 -0.74 3.96
C -4.81 3.16 -0.30
C 1.70 -7.01 0.23
C 2.51 -1.53 3.43
C 4.45 3.06 1.44
C -3.13 -3.45 -2.31
C -2.86 -0.17 -5.59
C 3.12 0.73 2.88
C 2.41 -6.08 0.97
C -2.32 0.20 -6.81
C -2.08 -0.14 -4.44
C -0.09 -2.07 -0.52
C -0.31 1.39 3.27
C 1.97 0.09 -0.53
C -3.93 4.23 -0.13
C -1.00 0.62 -6.87
C -2.16 -3.20 0.27
C 3.77 -1.76 3.97
C -3.88 -3.93 -1.24
C 0.97 -2.80 -0.12
C -2.94 1.69 -0.42
C 0.42 -5.21 -0.75
H 0.78 2.69 -3.31
H -2.52 -0.44 -3.50
H 4.85 2.28 0.81
H 1.91 -8.06 0.32
H 2.09 2.01 -2.35
H -0.32 -1.36 4.25
H -0.08 2.37 2.84
H -0.27 -2.46 2.85
H -3.89 -0.50 -5.54
H -3.96 -4.17 0.89
H -1.31 -2.48 -2.92
H -0.33 -4.89 -1.45
H 5.16 3.32 2.22
H -1.39 1.29 3.34
H 5.14 1.27 3.37
H 1.13 -2.12 -3.71
H 4.01 -2.72 4.38
H -4.96 1.03 -0.57
H 2.44 -1.35 -2.82
H 2.72 -4.01 1.42
H 0.12 1.32 4.27
H 2.12 3.18 4.57
H 5.69 -0.90 4.39
H 0.14 -7.28 -1.22
H 3.88 3.15 4.35
H 2.92 4.51 3.73
H 1.87 -2.25 0.17
H 4.29 3.95 0.82
H 3.20 -6.41 1.64
H -2.93 0.17 -7.71
H -1.62 -1.32 3.04
H -4.31 5.23 0.00
H 1.80 -2.35 3.42
H -1.78 -3.08 1.28
H 0.81 0.94 -5.79
H 2.12 -0.91 -4.51
H -4.83 -4.41 -1.42
H -3.51 -3.55 -3.32
H -5.88 3.33 -0.32
H -0.57 0.93 -7.82
H 2.09 1.79 -4.10
*
```

Values from the calculation:
E_HOMO (alpha / beta) ... -4.719 / -4.578 eV
LUMO (alpha / beta) ... 2.4 / 2.4 eV
⟨S²⟩ ... 3.861
Gap between HOMO and LUMO (alpha / beta) ... 7.163 / 7.024 eV

***

Summary of DFT total energy in eV
-82190.303, -53745.551, -236456.977
(order as listed above)